1.
C20H12Cl5CrO2P | the ωB97M-V functional and the def2-TZVPD basis

Spin multiplicity = 5
Max |F| = 3.10 eV/Å
⟨S²⟩ = 6.03
Orbital gap (alpha / beta) = 0.311 / 0.331 Eh
Electronic energy = -125351.43324 eV

Each line ends with the Mulliken spin population.
Atoms and positions in Å:
Cr: -0.035 -0.297 2.308  4.260
Cl: -2.788 -1.342 0.204  0.005
C: -1.927 -2.504 1.164  0.068
C: -1.112 -2.103 2.191  -0.116
C: -0.539 -2.919 3.081  -0.007
Cl: 0.580 -1.987 4.167  -0.006
C: -0.622 -4.301 2.893  -0.033
Cl: 0.127 -5.271 4.078  -0.001
C: -1.342 -4.804 1.771  0.031
Cl: -1.305 -6.473 1.469  0.002
C: -2.005 -3.894 0.895  -0.015
Cl: -2.901 -4.515 -0.386  0.000
O: 2.478 2.369 3.516  0.008
C: 1.534 1.877 2.920  0.040
O: 0.689 1.027 3.447  0.023
C: 1.249 2.318 1.408  0.013
P: 0.314 1.099 0.448  -0.231
C: 1.356 0.301 -0.780  -0.052
C: 2.715 0.042 -0.504  0.022
C: 3.529 -0.441 -1.533  0.011
C: 2.980 -0.786 -2.767  -0.001
C: 1.603 -0.714 -2.972  0.003
C: 0.783 -0.098 -2.024  -0.001
C: -0.853 1.991 -0.545  -0.056
C: -2.232 2.018 -0.266  0.013
C: -3.100 2.588 -1.247  0.004
C: -2.568 3.276 -2.340  -0.001
C: -1.194 3.359 -2.503  0.001
C: -0.336 2.760 -1.579  0.001
H: 2.257 2.537 1.075  -0.002
H: 0.660 3.273 1.493  0.001
H: 3.037 0.143 0.519  0.003
H: 4.540 -0.615 -1.284  0.000
H: 3.577 -1.194 -3.578  0.000
H: 1.191 -1.145 -3.882  0.000
H: -0.247 0.148 -2.196  0.002
H: -2.594 1.460 0.595  0.013
H: -4.163 2.432 -1.126  0.000
H: -3.228 3.622 -3.088  0.000
H: -0.860 3.892 -3.360  0.000
H: 0.754 2.870 -1.682  -0.002



2.
C36H47N8Pb | the ωB97M-V functional and the def2-TZVPD basis

Max |F| = 0.51 eV/Å
Total charge = -1
Orbital gap = 0.162 Eh
Electronic energy = -55262.98847 eV

Each line ends with the Mulliken charge.
Atoms and positions in Å:
Pb: 0.285 0.197 -0.495  0.192
N: -1.264 -2.226 0.464  -0.171
C: -0.978 -3.021 1.645  -1.128
C: -0.724 -2.134 2.853  -1.152
N: 0.392 -1.207 2.747  1.234
C: 1.698 -1.853 2.725  -1.475
C: 2.294 -2.071 1.337  -0.139
N: 2.432 -0.815 0.618  -0.508
C: 0.256 -0.167 3.761  -1.035
C: -0.661 0.973 3.305  -0.313
N: 0.106 2.055 2.693  -0.322
H: -2.146 -1.733 0.546  0.138
H: -1.291 -2.779 -0.382  0.135
H: -0.105 -3.643 1.442  0.347
H: -1.785 -3.716 1.922  0.505
H: -0.604 -2.783 3.742  0.369
H: -1.630 -1.545 3.027  0.484
H: 1.680 -2.822 3.252  0.201
H: 2.393 -1.218 3.282  0.527
H: 1.655 -2.712 0.730  0.044
H: 3.247 -2.602 1.468  0.466
H: 2.878 -0.937 -0.287  0.269
H: 2.952 -0.108 1.128  0.214
H: 1.236 0.272 3.950  0.492
H: -0.101 -0.596 4.715  0.301
H: -1.267 1.323 4.150  0.386
H: -1.356 0.580 2.560  0.108
H: 0.246 2.831 3.325  0.218
H: -0.316 2.400 1.842  0.091
C: -4.547 2.471 0.222  -0.630
C: -3.313 3.058 -0.131  -0.517
N: -2.506 2.552 -1.025  -0.290
C: -2.866 1.406 -1.658  0.594
C: -4.084 0.743 -1.388  1.753
C: -4.924 1.323 -0.410  -0.773
C: -4.410 -0.448 -2.079  -1.269
C: -3.523 -0.936 -3.000  -1.050
C: -2.298 -0.306 -3.273  -0.210
C: -1.935 0.857 -2.615  -0.819
N: -0.718 1.467 -2.719  0.442
C: 1.332 2.511 -3.748  2.573
C: 2.120 2.566 -5.041  -1.622
C: 3.450 2.376 -5.129  -0.580
C: 4.290 2.105 -4.018  -1.372
C: 3.714 2.086 -2.757  1.800
C: 4.479 1.944 -1.564  -1.221
C: 3.898 2.063 -0.328  -0.490
C: 2.522 2.258 -0.241  -0.815
N: 1.761 2.320 -1.349  -0.196
C: 2.289 2.245 -2.561  -0.451
H: -5.170 2.933 0.976  0.393
H: -2.992 3.978 0.349  0.477
H: -5.865 0.838 -0.173  0.416
H: -5.348 -0.949 -1.869  0.375
H: -3.755 -1.849 -3.535  0.420
H: -1.607 -0.748 -3.978  0.489
H: 1.575 2.806 -5.944  0.338
H: 3.904 2.448 -6.115  0.364
H: 5.358 1.972 -4.134  0.300
H: 5.549 1.796 -1.658  0.340
H: 4.497 2.010 0.576  0.440
H: 2.009 2.340 0.712  0.469
C: 2.959 -3.294 -2.116  -1.620
C: 1.812 -3.475 -3.111  -0.118
C: 0.554 -3.995 -2.413  -0.993
C: 1.512 -2.243 -3.950  0.870
C: 1.681 -2.372 -5.312  -0.198
C: 1.391 -1.337 -6.189  -1.686
C: 0.894 -0.165 -5.650  -0.024
C: 0.692 0.042 -4.285  0.086
C: 0.140 1.441 -3.926  0.623
C: 0.752 3.933 -3.512  -1.815
C: -0.821 1.952 -5.036  -2.646
C: 1.045 -1.008 -3.346  0.303
N: 0.959 -0.966 -2.011  -0.111
H: 3.210 -4.247 -1.637  0.505
H: 2.653 -2.578 -1.358  0.043
H: 3.851 -2.910 -2.616  0.383
H: 2.130 -4.248 -3.821  0.546
H: 0.151 -3.177 -1.816  -0.397
H: 0.778 -4.854 -1.770  0.434
H: -0.198 -4.299 -3.146  0.435
H: 2.052 -3.317 -5.700  0.273
H: 1.545 -1.437 -7.256  0.353
H: 0.664 0.630 -6.342  0.306
H: -0.679 2.343 -2.217  0.528
H: 0.166 4.272 -4.367  0.412
H: 1.596 4.615 -3.400  0.530
H: 0.150 4.018 -2.603  0.264
H: -0.310 2.327 -5.916  0.669
H: -1.433 2.762 -4.638  0.450
H: -1.487 1.150 -5.355  0.436



3.
C16H17N4O3 | the ωB97M-V functional and the def2-TZVPD basis

Max |F| = 2.29 eV/Å
Total charge = +1
Orbital gap = 0.295 Eh
Electronic energy = -28961.94119 eV

Each line ends with the natural charge from an NBO analysis.
Atoms and positions in Å:
N: -2.626 1.493 -2.096  -0.614
N: -2.262 0.480 -1.135  -0.424
C: -1.498 0.934 -0.007  0.713
O: -1.939 1.148 1.096  -0.535
C: -0.084 0.993 -0.548  -0.185
C: 0.996 1.737 -0.190  -0.185
C: 2.138 1.569 -0.932  -0.125
C: 2.220 0.702 -1.982  -0.013
C: 3.474 0.579 -2.775  -0.121
C: 3.820 1.546 -3.712  -0.150
C: 4.993 1.294 -4.395  -0.251
C: 5.732 0.179 -4.092  0.038
N: 5.443 -0.771 -3.204  -0.375
C: 4.288 -0.511 -2.596  0.038
C: 1.127 -0.061 -2.343  -0.188
C: -0.004 0.106 -1.619  -0.067
C: -1.389 -0.519 -1.738  0.660
O: -1.750 -1.577 -2.176  -0.466
H: -1.941 2.255 -2.100  0.341
H: -2.524 1.059 -3.011  0.365
H: 0.929 2.445 0.625  0.236
H: 2.988 2.185 -0.668  0.225
H: 3.185 2.400 -3.898  0.224
H: 5.336 1.970 -5.165  0.230
H: 6.664 0.040 -4.635  0.199
H: 3.959 -1.257 -1.873  0.189
H: 1.142 -0.745 -3.181  0.245
C: -2.669 -2.422 5.741  -0.742
C: -3.787 -1.481 5.467  0.710
O: -4.610 -1.113 6.238  -0.436
N: -3.978 -0.907 4.078  -0.579
C: -2.950 -1.124 3.021  -0.431
H: -2.682 -2.672 6.797  0.287
H: -2.796 -3.335 5.155  0.266
H: -1.710 -1.961 5.498  0.262
H: -4.905 -1.245 3.795  0.454
H: -4.179 0.085 4.251  0.459
H: -3.283 -0.613 2.121  0.273
H: -2.858 -2.190 2.832  0.233
H: -2.008 -0.699 3.355  0.241



4.
C14H14N2O3S | the ωB97M-V functional and the def2-TZVPD basis

Structure (SMILES) = C=CCc1cc(/C=C2/NC(=S)NC2=O)cc(OC)c1O
Max |F| = 18.10 eV/Å
Orbital gap = 0.213 Eh
Energy above the lowest of the compared OMol25 structures with the same formula, charge and spin = 13.3685 eV
Electronic energy = -34691.12114 eV

Each line ends with the natural charge from an NBO analysis.
Atoms and positions in Å:
C: -3.653 -1.705 -1.544  -0.414
C: -3.759 -2.160 -0.407  -0.169
C: -2.842 -1.842 0.748  -0.468
C: -1.837 -0.971 0.508  -0.117
C: -0.547 -1.526 0.339  -0.154
C: 0.419 -0.526 0.349  -0.135
C: 0.068 0.792 0.313  -0.251
C: -1.174 1.371 0.056  0.228
C: -2.248 0.439 0.271  0.377
O: -3.423 0.842 0.369  -0.613
H: -4.145 0.350 0.403  0.504
O: -1.653 2.736 -0.066  -0.472
C: -0.534 3.440 -0.262  -0.281
H: 0.153 3.753 0.738  0.194
H: 0.009 3.431 -1.191  0.205
H: -1.164 4.534 -0.106  0.178
H: 0.991 1.461 0.052  0.285
C: 1.772 -1.010 0.351  0.042
C: 3.128 -0.258 0.057  -0.004
N: 4.161 -1.082 0.256  -0.567
C: 5.256 -0.380 -0.106  0.151
S: 6.733 -0.803 0.108  -0.102
N: 4.861 1.031 -0.083  -0.585
C: 3.428 1.072 0.104  0.544
O: 2.892 2.242 -0.400  -0.637
H: 5.571 1.724 -0.277  0.441
H: 4.230 -2.314 0.252  0.460
H: 1.895 -1.873 0.363  0.124
H: -0.428 -2.434 0.727  0.203
H: -3.568 -1.656 1.708  0.207
H: -2.550 -2.786 0.994  0.232
H: -4.821 -2.772 -0.308  0.207
H: -4.362 -1.873 -2.408  0.200
H: -2.859 -1.247 -1.907  0.186



5.
C5H12N2O2 | the ωB97M-V functional and the def2-TZVPD basis

Max |F| = 0.45 eV/Å
Orbital gap = 0.311 Eh
Energy above the lowest of the compared OMol25 structures with the same formula, charge and spin = 4.2546 eV
Electronic energy = -12451.72790 eV

Each line ends with the natural charge from an NBO analysis.
Atoms and positions in Å:
C: -1.408 0.310 -0.166  0.639
C: 0.951 0.074 0.189  -0.291
C: -1.638 0.815 1.224  -0.699
C: 1.939 -0.040 -0.972  -0.641
N: -1.451 1.209 -1.208  -0.819
N: 1.354 -0.487 1.467  -0.860
C: -0.700 -1.998 -0.512  0.600
O: -1.838 -0.899 -0.454  -0.601
O: -0.999 -3.113 -0.646  -0.501
H: 0.731 1.127 0.353  0.172
H: -0.996 2.098 -1.070  0.388
H: -1.334 0.815 -2.130  0.395
H: 1.631 -1.460 1.382  0.353
H: 2.125 0.017 1.896  0.355
H: 0.162 -1.072 -0.241  0.191
H: -1.238 1.820 1.360  0.214
H: -2.714 0.839 1.420  0.236
H: -1.155 0.149 1.938  0.261
H: 1.507 0.372 -1.891  0.202
H: 2.202 -1.084 -1.170  0.200
H: 2.869 0.506 -0.772  0.204



6.
C14H21CoF4N2OS | the ωB97M-V functional and the def2-TZVPD basis

Spin multiplicity = 5
Max |F| = 8.04 eV/Å
⟨S²⟩ = 6.02
Orbital gap (alpha / beta) = 0.254 / 0.286 Eh
Energy above the lowest of the compared OMol25 structures with the same formula, charge and spin = 9.4958 eV
Electronic energy = -79206.52943 eV

Each line ends with the Mulliken spin population.
Atoms and positions in Å:
Co: 0.388 0.810 -0.309  2.581
C: 1.340 0.554 2.574  0.219
C: 2.491 0.283 1.610  0.008
N: 2.024 0.100 0.232  0.047
C: 3.066 0.421 -0.750  -0.004
C: 3.201 1.932 -0.934  0.010
C: 1.477 -1.261 0.038  -0.038
C: 0.720 -1.466 -1.291  0.010
N: 0.121 -0.208 -1.702  0.048
C: -1.214 -0.155 -1.823  -0.004
C: -1.850 0.908 -1.175  0.026
F: -1.086 1.718 -0.425  0.013
C: -3.218 1.137 -1.296  0.007
F: -3.796 2.173 -0.667  0.001
C: -4.002 0.306 -2.085  0.007
C: -3.389 -0.757 -2.739  0.001
F: -4.142 -1.553 -3.518  0.000
C: -2.017 -0.990 -2.615  0.001
F: -1.480 -2.012 -3.305  -0.001
H: 1.734 0.754 3.576  0.018
H: 0.655 -0.295 2.656  -0.044
H: 0.765 1.431 2.259  0.009
H: 3.073 -0.583 1.950  0.007
H: 3.162 1.146 1.685  -0.007
H: 2.837 0.013 -1.740  -0.001
H: 4.030 -0.014 -0.460  -0.004
H: 2.241 2.382 -1.208  0.013
H: 3.913 2.149 -1.737  0.002
H: 3.565 2.430 -0.030  0.000
H: 0.753 -1.473 0.834  0.004
H: 2.265 -2.020 0.130  -0.003
H: 0.016 -2.298 -1.160  -0.002
H: 1.435 -1.804 -2.053  0.005
H: -5.060 0.488 -2.197  0.001
O: 0.629 1.793 1.023  0.982
C: -1.494 -1.963 2.030  0.074
S: -0.676 -0.704 1.000  0.008
C: -1.742 0.621 1.654  -0.003
H: -1.344 -1.752 3.109  0.002
H: -1.001 -2.936 1.826  -0.003
H: -2.560 -2.079 1.743  0.004
H: -2.805 0.438 1.394  0.000
H: -1.452 1.567 1.154  0.014
H: -1.570 0.767 2.741  -0.009



Which of these has the highest electronic energy?
C5H12N2O2